# 1
9 unconnected molecules or ions with the total composition C36H47F21O18 at a distorted geometry, computed with ωB97M-V/def2-TZVPD.

```
122
Properties=species:S:1:pos:R:3:forces:R:3:lowdin_charge:R:1
O -10.05658 4.68943 -3.45125 0.330 -0.921 0.129 0.11
C -9.38787 3.68221 -3.41280 -1.232 1.580 -0.411 -0.53
O -9.90658 2.48268 -3.15406 -0.479 -1.164 1.116 0.05
C -8.89147 1.50724 -2.92296 1.413 -0.827 -0.351 -0.15
C -7.55493 2.20894 -3.12957 1.457 1.794 -1.531 -0.14
C -7.95261 3.56583 -3.75055 -0.316 0.954 1.382 -0.08
H -9.05398 0.64061 -3.56377 -0.135 0.219 -0.165 0.13
H -8.74609 1.12850 -1.91127 -1.410 0.151 0.302 0.12
H -6.73807 1.84521 -3.75288 -0.563 -1.097 -0.209 0.11
H -7.02462 2.38781 -2.19422 -0.416 0.145 0.210 0.11
H -7.97892 3.82155 -4.80981 0.789 -0.747 -0.240 0.14
H -7.54210 4.43121 -3.23024 0.567 -0.091 -0.229 0.13
O 7.25188 1.03652 6.93698 3.373 0.863 1.567 0.07
C 8.43111 1.17322 7.31649 -2.582 -1.549 -2.458 -0.44
O 9.09000 0.13363 7.88862 0.310 -0.018 -0.149 0.00
C 10.53870 0.31108 7.89836 -0.556 1.001 -0.406 -0.11
C 10.76511 1.68385 7.19391 0.729 0.193 -0.007 -0.16
C 9.40586 2.31540 7.10514 -0.962 -0.254 0.583 -0.09
H 11.02625 -0.44252 7.27990 -0.339 -0.346 0.342 0.12
H 10.82459 0.22352 8.94655 0.304 0.204 -0.195 0.12
H 11.17419 1.57282 6.18971 -0.189 -0.512 -0.087 0.11
H 11.48289 2.37978 7.62818 -0.006 -0.339 0.622 0.11
H 9.25637 2.87765 6.18339 -0.372 -0.017 0.335 0.13
H 9.17077 2.88637 8.00337 0.278 0.766 -0.143 0.13
C -10.01547 2.61771 5.23406 -0.440 0.303 0.569 -0.07
C -11.41430 3.10755 5.59420 0.403 0.503 -1.000 -0.20
O -11.30766 4.30286 6.43392 -1.011 1.416 0.275 -0.01
C -12.00338 5.45803 6.08130 -0.920 -1.945 -2.237 -0.27
O -12.76062 5.52440 5.10792 2.158 0.343 3.056 0.12
C -11.73953 6.69124 7.06908 -1.526 0.439 -1.279 -0.55
F -10.74943 6.56222 7.89459 1.062 -0.503 0.416 0.21
F -11.55543 7.81686 6.33630 0.120 -0.831 0.126 0.14
F -12.85036 6.90985 7.79935 0.035 -0.400 -0.215 0.15
H -9.27842 3.39849 5.04634 -0.204 -0.048 -0.342 0.08
H -10.16797 1.93262 4.40009 0.493 -0.031 -0.017 0.08
H -9.71640 2.07536 6.13101 0.573 -0.188 -0.296 0.07
H -11.78791 2.19486 6.05845 -0.938 0.825 0.910 0.12
H -12.05240 3.33985 4.74158 0.192 0.120 0.035 0.11
C 6.08504 3.32174 -9.75409 -0.783 -0.451 0.954 -0.06
C 6.67950 4.21872 -8.65682 0.572 1.455 -0.525 -0.17
O 6.77997 3.81360 -7.27762 -1.430 -2.164 -0.525 0.04
C 7.42367 4.51766 -6.39351 1.931 1.638 -1.817 -0.40
O 8.13631 5.48625 -6.62359 -1.421 -1.290 0.662 0.14
C 7.34619 3.86216 -5.02181 0.181 0.100 -1.971 -0.63
F 6.60860 2.75849 -5.03952 -0.170 -0.172 0.557 0.18
F 8.58669 3.56382 -4.70832 0.914 -0.584 0.923 0.20
F 6.86699 4.74459 -4.20067 -0.764 0.693 1.715 0.21
H 6.50368 2.31571 -9.78125 0.218 0.154 -0.077 0.08
H 6.18482 3.81300 -10.72196 0.709 0.123 0.135 0.08
H 5.00144 3.20943 -9.71794 -0.095 -0.095 0.613 0.07
H 6.09289 5.13121 -8.55013 0.180 0.235 -0.675 0.13
H 7.69932 4.44731 -8.96634 -0.049 0.356 0.031 0.12
C 4.24680 -3.51541 9.12813 0.984 0.492 1.125 -0.05
C 4.96586 -4.83823 8.90542 -1.006 0.294 1.625 -0.23
O 5.44158 -4.73247 7.60074 0.033 -2.282 -3.677 0.01
C 5.20028 -5.76083 6.75104 -1.445 -4.311 0.783 -0.26
O 4.63185 -6.87866 7.00295 2.270 5.303 -0.849 0.08
C 5.86118 -5.61276 5.30169 1.218 -0.727 -0.352 -0.39
F 4.98094 -5.57149 4.25885 1.041 0.205 1.748 0.14
F 6.66117 -4.49939 5.28246 -1.036 -1.692 -0.380 0.13
F 6.66412 -6.77635 5.05947 -1.578 2.761 0.715 0.07
H 5.04153 -2.77912 9.00812 -0.220 0.396 -0.042 0.08
H 3.91427 -3.42403 10.16214 -0.115 -0.095 0.024 0.08
H 3.42772 -3.21748 8.47359 0.077 -0.686 -0.196 0.09
H 4.35914 -5.70665 9.16204 -0.155 -0.124 -0.866 0.12
H 5.86318 -4.96766 9.51052 -0.060 0.476 0.332 0.13
C 3.07055 -3.87875 -3.70982 -0.443 -0.985 -0.190 -0.05
C 4.10010 -5.02205 -3.63679 -0.827 -0.220 1.226 -0.24
O 5.00026 -5.00374 -4.69099 3.642 2.244 -2.943 -0.02
C 6.10037 -4.13100 -4.70653 -1.081 -0.027 3.527 -0.27
O 6.49380 -3.56623 -3.68732 -0.737 -1.067 -2.897 0.14
C 6.81508 -3.98092 -6.09272 -0.096 -1.491 -0.353 -0.50
F 6.08589 -4.61435 -7.04757 0.696 0.517 0.586 0.14
F 6.96867 -2.71517 -6.45101 -0.095 -0.154 0.313 0.18
F 8.05085 -4.56647 -6.04429 -1.250 0.583 0.058 0.14
H 2.32929 -3.91388 -2.91145 0.673 0.105 0.791 0.07
H 2.34701 -4.01435 -4.51370 0.660 0.182 -0.797 0.07
H 3.59738 -2.92540 -3.75047 -0.295 0.017 0.009 0.08
H 3.75074 -6.03885 -3.81626 -0.980 0.202 0.663 0.13
H 4.61378 -5.00842 -2.67552 0.128 0.094 0.010 0.12
C 2.40320 -0.43269 1.47525 0.972 0.681 0.695 -0.06
C 1.19163 0.39519 1.24667 -1.389 0.663 -0.743 -0.22
O 0.07269 -0.17599 1.92309 -3.558 -2.254 0.749 -0.01
C -1.21435 0.12703 1.55747 2.851 4.646 -3.131 -0.29
O -1.43423 0.90663 0.59140 0.176 -3.052 3.084 0.10
C -2.33524 -0.20175 2.54225 0.323 -0.642 -0.172 -0.47
F -2.75425 0.88047 3.25097 -0.028 -1.039 -1.380 0.16
F -3.31338 -0.71059 1.69712 0.723 0.562 2.292 0.12
F -1.89642 -1.07461 3.47523 -0.998 0.009 -0.947 0.15
H 2.18993 -1.49683 1.37413 0.038 0.110 0.256 0.09
H 2.84795 -0.13162 2.42374 -0.057 -0.768 0.312 0.08
H 3.17917 -0.16205 0.75920 -0.171 -0.052 -0.293 0.08
H 1.01674 0.42544 0.17122 -0.446 0.440 0.088 0.12
H 1.06290 1.35550 1.74600 1.565 0.694 -0.815 0.14
C -7.23232 -5.53686 2.41333 0.752 2.300 -0.094 -0.09
C -6.45345 -6.81749 2.44703 -0.948 -0.043 -0.750 -0.17
O -6.48723 -7.47172 1.10578 1.050 -0.452 -0.715 -0.01
C -5.45654 -7.22699 0.20565 0.142 2.002 1.883 -0.28
O -4.53998 -6.44213 0.43873 -1.958 -2.189 -1.016 0.12
C -5.63660 -7.97265 -1.22800 -0.088 0.211 1.895 -0.56
F -4.46686 -8.37811 -1.64986 1.102 0.045 -0.249 0.18
F -6.38101 -9.07627 -1.09817 -0.511 0.584 -0.180 0.16
F -6.13061 -7.12909 -2.13834 -0.344 -0.287 0.387 0.17
H -7.33170 -5.12238 1.41012 0.462 0.251 0.079 0.09
H -6.62055 -4.91708 3.06886 0.149 0.872 -0.484 0.08
H -8.19926 -5.35303 2.88167 -0.349 -1.426 -0.045 0.08
H -7.06471 -7.30358 3.20742 0.754 -1.735 -0.487 0.12
H -5.41899 -6.67334 2.75880 -0.206 -0.130 -0.225 0.12
C 0.37726 3.77770 -5.81841 1.014 -1.050 1.342 -0.08
C -0.98279 4.03330 -6.32755 -0.146 1.542 -0.047 -0.21
O -0.88717 3.82192 -7.75121 -0.880 0.123 -1.523 0.02
C -1.56189 4.54788 -8.67282 -1.431 0.603 1.374 -0.35
O -2.36923 5.43035 -8.50163 0.925 -0.971 0.397 0.17
C -1.15675 4.22046 -10.10961 -0.775 -1.279 -1.400 -0.54
F -1.99382 4.74219 -11.05161 0.122 -0.861 1.286 0.14
F -0.01719 4.78999 -10.32637 2.226 0.881 -0.190 0.20
F -0.99152 2.88456 -10.36301 -0.578 1.006 0.368 0.14
H 0.34730 2.72926 -5.52182 0.953 -0.201 -0.304 0.08
H 0.58280 4.29753 -4.88264 -0.182 0.260 -0.029 0.08
H 1.18726 4.01583 -6.50781 -0.223 -0.169 -0.063 0.09
H -1.23554 5.06335 -6.07617 -0.572 0.006 -0.548 0.13
H -1.65836 3.34427 -5.82064 -0.449 0.108 -0.657 0.13
```
Positions in Å, forces in eV/Å.

Results
Orbital gap (eV): 10.2
Structure (SMILES): CCOC(=O)C(F)(F)F.CCOC(=O)C(F)(F)F.CCOC(=O)C(F)(F)F.CCOC(=O)C(F)(F)F.CCOC(=O)C(F)(F)F.CCOC(=O)C(F)(F)F.CCOC(=O)C(F)(F)F.O=C1CCCO1.O=C1CCCO1
DFT total energy (hartree): -4851.35694
Energy above the lowest of the compared OMol25 structures with the same formula, charge and spin (kJ/mol): 725.19
M (g mol⁻¹): 1166.7
HOMO energy (eV): -10.112

***

# 2
3 unconnected molecules or ions with the total composition CH10NO2 at a distorted geometry, computed with ωB97M-V/def2-TZVPD.

```
14
Properties=species:S:1:pos:R:3:forces:R:3:nbo_charge:R:1
C -0.35539 -0.67500 -0.27426 -0.859 -0.271 0.316 -0.42
N 0.07408 0.71287 -0.61798 0.056 0.769 1.374 -0.68
H 0.32349 -1.45132 -0.60015 0.515 0.302 0.081 0.26
H -0.50997 -0.68821 0.80758 0.287 -0.163 -0.201 0.23
H -1.32730 -0.87982 -0.71261 0.005 0.273 -0.235 0.24
H 0.50138 0.86691 -1.52133 -0.042 -0.157 -0.387 0.44
H 0.71248 1.07282 0.09514 0.670 -0.482 -0.240 0.44
H -0.70024 1.37537 -0.44022 -0.625 -0.395 -0.708 0.47
H 3.78673 -2.23753 0.54751 0.158 -0.279 -0.492 0.48
H 3.20486 -1.32925 1.55689 -0.252 0.070 -0.873 0.47
O 3.14114 -1.52950 0.59609 -0.021 0.279 1.358 -0.95
H -3.30503 1.98671 -0.34950 0.236 0.222 -0.606 0.50
H -2.98172 1.27614 0.88186 0.600 -0.180 -0.080 0.50
O -2.56452 1.49979 0.03099 -0.728 0.011 0.692 -0.98
```
Positions in Å, forces in eV/Å.

Results
Net charge: +1
Orbital gap (eV): 11.5
DFT total energy (hartree): -249.08500
Energy above the lowest of the compared OMol25 structures with the same formula, charge and spin (kJ/mol): 66.72
M (g mol⁻¹): 68.1
HOMO energy (eV): -14.866

***

# 3
A molecular structure, C33H32CoN4O3PS2, computed with ωB97M-V/def2-TZVPD.

```
76
Properties=species:S:1:pos:R:3:forces:R:3:lowdin_charge:R:1
Co -0.04063 -0.01001 0.03654 -0.231 -0.029 -0.126 0.12
C 1.75735 -1.52313 5.03915 -0.007 0.012 -0.012 -0.09
C 2.09420 -0.09014 4.64701 0.022 0.019 0.021 -0.28
N 0.95384 0.64468 4.12738 -0.048 -0.076 0.074 -0.01
C 0.48113 0.52040 2.87373 0.040 -0.090 -0.260 -0.67
S 1.43432 -0.30448 1.68742 -0.040 0.195 0.145 0.90
N -0.68829 1.08594 2.63368 -0.012 0.055 0.278 0.05
N -1.09565 0.91175 1.36720 -0.019 -0.159 -0.130 -0.07
C -2.16532 1.49983 0.95102 0.112 0.005 0.248 -0.26
C -2.98927 2.42640 1.78083 -0.011 -0.008 -0.063 -0.01
C -2.53826 1.14378 -0.41143 -0.078 -0.135 -0.265 -0.19
C -3.67899 1.61821 -1.04655 0.011 0.017 0.052 0.01
C -3.99445 1.14468 -2.30790 0.018 -0.029 -0.030 -0.04
C -3.18318 0.18634 -2.89113 -0.031 0.033 0.042 -0.03
C -2.05621 -0.22405 -2.20352 -0.047 -0.187 0.097 -0.10
N -1.72593 0.25558 -1.01346 0.337 0.220 -0.056 0.06
H 2.65681 -2.05006 5.36043 0.001 -0.001 0.010 0.07
H 1.33181 -2.05630 4.18868 0.010 -0.007 0.000 0.06
H 1.03771 -1.54491 5.85930 -0.008 -0.001 -0.008 0.07
H 2.87747 -0.07527 3.88929 -0.007 0.002 -0.010 0.08
H 2.47194 0.46567 5.50610 0.003 0.000 0.000 0.11
H 0.29206 1.02947 4.78352 0.023 0.046 -0.007 0.14
H -2.55782 2.51443 2.77168 0.008 -0.003 0.011 0.07
H -4.01553 2.06181 1.86441 0.002 0.005 0.008 0.09
H -3.02461 3.41643 1.31929 -0.012 0.002 0.004 0.09
H -4.30951 2.34093 -0.54904 -0.002 0.007 -0.001 0.11
H -4.87622 1.50434 -2.82140 -0.001 0.008 0.007 0.11
H -3.40802 -0.23548 -3.85968 0.007 -0.005 -0.004 0.11
H -1.40733 -0.99110 -2.60052 -0.007 0.006 0.007 0.11
C 2.37255 -0.94817 -5.90730 -0.031 0.012 0.001 -0.08
C 3.36778 -1.28224 -5.00250 0.018 -0.005 0.024 -0.07
C 3.10994 -1.25741 -3.63967 0.005 -0.074 0.002 -0.08
C 1.84718 -0.90511 -3.16119 -0.023 0.027 0.035 -0.30
C 0.86413 -0.54969 -4.07966 -0.033 0.118 0.056 -0.08
C 1.12108 -0.57511 -5.44042 0.050 -0.002 -0.041 -0.07
P 1.49901 -1.03180 -1.36406 -0.153 -0.044 0.056 1.12
C 3.17984 -0.88057 -0.68352 -0.037 -0.013 0.060 -0.43
C 3.82838 -1.93929 -0.05889 -0.020 0.005 -0.009 -0.10
C 5.09530 -1.75566 0.47969 0.015 0.002 0.010 -0.08
C 5.71149 -0.51675 0.39776 0.006 0.002 -0.001 -0.08
C 5.06094 0.54311 -0.22282 -0.005 -0.014 0.005 -0.06
C 3.79669 0.36870 -0.75979 0.027 0.014 0.009 -0.09
C 0.98629 -2.75055 -1.12212 0.032 -0.007 -0.047 -0.29
C 1.55227 -3.82427 -1.75848 -0.026 0.008 -0.016 -0.08
C 1.07657 -5.12486 -1.50518 0.005 -0.024 -0.006 -0.07
C 0.04046 -5.31605 -0.63408 -0.006 -0.005 0.004 -0.03
C -0.57823 -4.22767 0.02550 0.034 0.023 -0.016 -0.17
C -1.67051 -4.41160 0.90633 -0.024 0.005 0.004 -0.05
C -2.25452 -3.32691 1.48943 -0.003 -0.024 -0.001 -0.08
C -1.77777 -2.01944 1.23606 0.028 -0.029 0.046 -0.09
C -0.70946 -1.78475 0.40984 0.083 0.141 0.050 -0.19
C -0.09883 -2.91442 -0.21768 -0.022 -0.036 -0.043 -0.18
H 2.57570 -0.95975 -6.97038 0.004 -0.004 0.000 0.10
H 4.35448 -1.55692 -5.35256 -0.001 0.002 -0.003 0.10
H 3.90352 -1.51141 -2.94972 0.000 0.003 0.005 0.10
H -0.08781 -0.18499 -3.73482 0.009 0.057 -0.018 0.06
H 0.34715 -0.27919 -6.13665 -0.007 0.004 0.008 0.11
H 3.34294 -2.90343 0.02194 0.007 0.007 0.002 0.10
H 5.59609 -2.58241 0.96729 -0.002 0.001 -0.001 0.10
H 6.69798 -0.37384 0.82051 0.000 -0.001 -0.001 0.10
H 5.53341 1.51492 -0.28182 0.005 0.000 0.001 0.11
H 3.29286 1.20976 -1.22211 -0.053 0.016 -0.028 0.09
H 2.36222 -3.67528 -2.46300 -0.005 -0.003 -0.006 0.11
H 1.52934 -5.96891 -2.00913 0.002 -0.001 0.002 0.10
H -0.33433 -6.31511 -0.44278 0.003 -0.003 -0.001 0.11
H -2.03265 -5.41479 1.09660 -0.002 0.001 0.004 0.11
H -3.09531 -3.45801 2.16021 -0.002 -0.010 -0.003 0.10
H -2.28073 -1.19955 1.73425 0.022 0.008 -0.001 0.09
C -0.20185 4.13066 -1.12940 0.017 -0.035 -0.124 -0.13
S 0.63641 2.63783 -1.60734 0.125 0.235 0.151 0.42
O 1.97969 3.01467 -1.98422 -0.058 -0.045 -0.157 -0.33
O -0.17680 2.02158 -2.64258 0.105 0.030 0.180 -0.33
O 0.65462 1.85665 -0.32987 -0.142 -0.236 -0.238 -0.42
H -0.25847 4.77154 -2.00669 -0.012 0.018 0.014 0.07
H 0.36689 4.61456 -0.33969 0.014 -0.030 0.014 0.07
H -1.20177 3.87154 -0.78362 0.016 0.003 -0.014 0.05
```
Positions in Å, forces in eV/Å.

Results
Orbital gap (eV): 7.4
DFT total energy (hartree): -4242.03741
Energy above the lowest of the compared OMol25 structures with the same formula, charge and spin (kJ/mol): 30.87
M (g mol⁻¹): 686.7
HOMO energy (eV): -7.714

***

# 4
2 unconnected molecules or ions with the total composition C5H11N at a distorted geometry, computed with ωB97M-V/def2-TZVPD.

```
17
Properties=species:S:1:pos:R:3:forces:R:3:nbo_charge:R:1
C -1.73874 0.58842 -0.69804 0.305 0.594 1.302 -0.66
C -1.79471 -0.27348 -1.88597 0.244 -1.214 -1.049 -0.17
C -0.92636 -0.23941 -2.90151 -0.313 0.543 1.010 -0.41
H -1.28561 1.54968 -0.92248 0.166 0.109 -0.120 0.21
H -2.70373 0.81728 -0.23973 -0.156 -0.184 -0.325 0.22
H -1.14920 0.15737 0.12417 -0.007 -0.137 -0.234 0.23
H -2.51695 -1.08793 -1.89368 -0.385 0.371 -0.086 0.19
H -1.06163 -0.80047 -3.81201 0.226 -0.304 0.094 0.20
H -0.05970 0.40037 -2.76474 -0.057 0.215 -0.584 0.18
C 0.72779 0.00832 2.64547 -0.310 0.240 0.751 -0.45
C 2.32971 0.14080 0.97379 1.220 0.339 -0.064 -0.05
N 1.41581 -0.52355 1.50956 -0.423 -0.421 -0.520 -0.39
H 0.83126 1.09840 2.73300 0.191 -0.124 0.280 0.17
H 1.07621 -0.52493 3.53681 0.264 0.338 0.007 0.21
H -0.34314 -0.21365 2.66436 0.064 -0.067 -0.579 0.21
H 2.91192 -0.24940 0.14166 -0.343 -0.369 -0.154 0.17
H 2.76629 1.09462 1.31974 -0.686 0.073 0.272 0.13
```
Positions in Å, forces in eV/Å.

Results
Orbital gap (eV): 10.4
Structure (SMILES): C=CC.C=NC
DFT total energy (hartree): -251.78741
Energy above the lowest of the compared OMol25 structures with the same formula, charge and spin (kJ/mol): 197.22
M (g mol⁻¹): 85.1
HOMO energy (eV): -9.344

***

Which formula does entry 3 have? C33H32CoN4O3PS2

***

Among the records above, which one has the highest DFT total energy? CH10NO2